A 2-piece molecular cluster, C8H19ClNO overall in a non-equilibrium geometry. Source: the Open Molecules 2025 dataset; level of theory: ωB97M-V/def2-TZVPD.

The energy is -906.02363 hartree. The value obtained for the lowest unoccupied orbital energy is -0.1189 Ha. The energy relative to the best compared isomer or geometry (same formula, charge and spin) comes out at 28.6 kcal/mol. Its charge is +1. The value obtained for the HOMO-LUMO gap is 9.15 eV. The largest force on an atom comes out at 5.169 eV/A.

Each line ends with the natural charge from an NBO analysis.
Element x y z (Å)
C: 1.635 -1.852 1.377  -0.61
C: 2.716 1.472 -1.696  -0.61
C: -3.685 0.278 0.386  -0.64
C: 1.951 -1.025 0.161  -0.51
C: 1.310 1.068 -1.165  -0.51
C: -2.618 1.170 0.926  -0.09
C: -0.693 -0.137 0.535  0.17
C: 1.484 0.364 0.150  0.16
N: -1.100 -1.181 -0.517  -0.77
O: -1.263 1.071 0.352  -0.52
Cl: 1.771 1.452 1.390  0.11
H: 0.757 -2.427 1.318  0.19
H: 2.434 -2.537 1.291  0.23
H: 1.752 -1.423 2.343  0.24
H: 2.683 2.440 -2.242  0.24
H: 3.200 0.743 -2.357  0.22
H: 3.267 1.683 -0.743  0.22
H: -3.547 0.164 -0.783  0.19
H: -3.622 -0.766 0.788  0.20
H: -4.710 0.694 0.449  0.27
H: 3.066 -0.966 0.138  0.25
H: 1.713 -1.481 -0.752  0.21
H: 0.823 0.551 -1.967  0.20
H: 0.681 1.970 -0.943  0.25
H: -2.568 1.224 1.949  0.19
H: -2.971 2.109 0.661  0.21
H: -0.904 -0.633 1.494  0.17
H: -0.287 -1.354 -1.101  0.43
H: -1.645 -2.077 -0.256  0.46
H: -1.631 -0.595 -1.183  0.45

Forces on atoms 1 to 2 (eV/Å):
1.153 -0.338 -0.740
-0.043 1.339 0.972



One molecule with the formula C23H27N3O5S2 in a non-equilibrium geometry. Source: the Open Molecules 2025 dataset; level of theory: ωB97M-V/def2-TZVPD.

The energy is -2229.56250 hartree. The value obtained for the lowest unoccupied orbital energy is 0.0193 Ha. The energy relative to the best compared isomer or geometry (same formula, charge and spin) comes out at 1.5 kcal/mol. Its charge is 0. The value obtained for the HOMO-LUMO gap is 9.38 eV. The largest force on an atom comes out at 1.040 eV/A.

Each line ends with the natural charge from an NBO analysis.
Element x y z (Å)
C: -4.271 -2.774 -1.959  -0.74
S: -3.593 -1.154 -2.413  0.15
C: -4.103 -0.139 -0.981  -0.52
C: -3.606 -0.651 0.364  -0.42
C: -2.148 -1.142 0.365  -0.18
N: -1.921 -1.914 1.565  -0.85
S: -1.069 -3.321 1.332  2.33
O: -1.023 -4.007 2.584  -0.93
O: -1.666 -3.968 0.199  -0.95
C: 0.581 -2.774 0.900  -0.35
C: 1.452 -2.488 1.935  -0.17
C: 2.723 -1.995 1.682  -0.24
C: 3.062 -1.794 0.356  0.13
C: 2.162 -2.084 -0.683  0.31
C: 0.903 -2.582 -0.435  -0.25
O: 2.748 -1.781 -1.876  -0.45
C: 4.000 -1.305 -1.620  0.87
O: 4.778 -0.935 -2.451  -0.59
N: 4.199 -1.321 -0.254  -0.42
C: 5.407 -0.872 0.380  -0.42
C: -1.138 0.011 0.283  0.68
O: -0.529 0.368 1.274  -0.65
N: -1.025 0.538 -0.944  -0.63
C: -0.281 1.747 -1.305  -0.08
C: 1.186 1.443 -1.628  -0.40
C: 2.044 1.452 -0.369  -0.42
C: 2.022 2.846 0.242  -0.41
C: 0.616 3.301 0.504  -0.02
C: 0.369 4.258 1.482  -0.20
C: -0.912 4.704 1.742  -0.20
C: -1.975 4.194 1.017  -0.22
C: -1.740 3.247 0.040  -0.22
C: -0.453 2.792 -0.226  0.06
H: -4.243 -3.378 -2.860  0.24
H: -5.299 -2.644 -1.633  0.22
H: -3.665 -3.240 -1.185  0.24
H: -3.713 0.854 -1.201  0.22
H: -5.193 -0.090 -0.985  0.23
H: -4.214 -1.499 0.684  0.23
H: -3.719 0.141 1.108  0.22
H: -2.001 -1.824 -0.475  0.25
H: -1.535 -1.345 2.310  0.42
H: 1.118 -2.675 2.943  0.25
H: 3.411 -1.773 2.481  0.23
H: 0.209 -2.834 -1.218  0.26
H: 6.087 -0.548 -0.406  0.25
H: 5.195 -0.037 1.051  0.21
H: 5.864 -1.685 0.947  0.21
H: -1.511 0.071 -1.697  0.41
H: -0.767 2.116 -2.218  0.21
H: 1.558 2.205 -2.317  0.21
H: 1.246 0.477 -2.134  0.22
H: 3.069 1.174 -0.620  0.20
H: 1.646 0.738 0.354  0.23
H: 2.589 2.862 1.176  0.21
H: 2.501 3.553 -0.445  0.21
H: 1.200 4.652 2.050  0.21
H: -1.082 5.444 2.510  0.21
H: -2.982 4.534 1.211  0.21
H: -2.568 2.851 -0.533  0.20

Forces on atoms 1 to 2 (eV/Å):
0.272 0.403 0.060
-0.256 0.176 -0.091



C26H33N3O4S6V as an isolated structure in a non-equilibrium geometry. Source: the Open Molecules 2025 dataset; level of theory: ωB97M-V/def2-TZVPD.

The energy is -4808.96779 hartree. The value obtained for the lowest unoccupied orbital energy (alpha / beta) is -0.0519 / -0.0268 Ha. Its charge is 0. The spin multiplicity is 2. The value obtained for the HOMO-LUMO gap (alpha / beta) is 5.76 / 6.45 eV. The largest force on an atom comes out at 2.099 eV/A.

Each line ends with the Mulliken spin population.
Element x y z (Å)
V: 0.046 -1.180 -1.024  1.23
S: 0.609 -3.510 -1.456  -0.01
C: 2.217 -3.308 -2.154  -0.01
C: 3.174 -4.321 -2.076  0.00
C: 4.443 -4.152 -2.605  0.00
C: 4.803 -2.968 -3.241  0.00
C: 3.867 -1.956 -3.359  0.00
C: 2.604 -2.134 -2.811  0.02
S: 1.354 -0.895 -3.027  -0.03
C: 2.058 0.706 -2.475  -0.01
C: 0.963 1.424 -1.746  0.02
C: 0.634 2.695 -1.994  -0.02
C: -0.478 3.275 -1.249  0.00
C: -0.934 2.664 -0.161  -0.02
C: -0.227 1.436 0.370  -0.04
C: -1.194 0.586 1.211  0.05
S: -0.831 -1.202 1.212  -0.03
C: 0.517 -1.372 2.334  -0.02
C: 0.208 -1.522 3.685  0.00
C: 1.227 -1.645 4.610  0.00
C: 2.548 -1.628 4.161  0.00
C: 2.846 -1.507 2.815  0.00
C: 1.827 -1.389 1.859  0.03
S: 2.206 -1.341 0.168  -0.09
N: 0.260 0.656 -0.784  -0.09
H: 2.909 -5.240 -1.568  0.00
H: 5.167 -4.953 -2.515  0.00
H: 5.797 -2.840 -3.648  0.00
H: 4.117 -1.033 -3.870  0.00
H: 2.413 1.280 -3.326  0.00
H: 2.878 0.462 -1.798  0.00
H: 1.147 3.252 -2.766  0.00
H: -0.953 4.176 -1.618  0.00
H: -1.808 3.023 0.369  0.00
H: -2.209 0.636 0.816  0.01
H: -1.183 0.931 2.241  0.00
H: -0.830 -1.541 3.999  0.00
H: 1.000 -1.758 5.661  0.00
H: 3.358 -1.721 4.875  0.00
H: 3.875 -1.518 2.478  0.00
C: 2.608 3.114 1.944  0.00
C: 1.154 2.707 2.139  0.00
C: 0.997 2.034 3.499  0.00
C: 0.262 3.940 2.072  0.00
O: 0.963 1.735 1.083  0.00
H: 2.912 3.840 2.700  0.00
H: 2.740 3.554 0.953  0.00
H: 3.251 2.234 2.017  0.00
H: 1.397 2.685 4.281  0.00
H: 1.545 1.094 3.520  0.00
H: -0.049 1.836 3.745  0.00
H: 0.567 4.611 2.877  0.00
H: -0.791 3.697 2.230  0.00
H: 0.362 4.468 1.125  0.00
C: -5.582 0.721 0.553  0.00
N: -5.908 -0.486 -0.185  0.00
C: -5.266 -1.661 -0.032  0.00
N: -5.660 -2.629 -0.912  0.00
S: -4.107 -1.986 1.132  0.00
H: -6.483 1.330 0.635  0.00
H: -4.791 1.292 0.065  0.00
H: -5.252 0.438 1.549  0.00
H: -6.355 -0.347 -1.078  0.00
H: -5.976 -2.335 -1.824  0.00
H: -5.043 -3.426 -0.925  0.00
C: -1.882 -0.047 -3.861  0.01
S: -2.614 -0.652 -2.387  0.00
O: -2.785 0.458 -1.491  0.00
O: -3.784 -1.385 -2.769  0.00
O: -1.550 -1.652 -1.798  0.00
H: -2.712 0.409 -4.399  0.00
H: -1.458 -0.867 -4.437  0.00
H: -1.135 0.707 -3.615  0.00

Forces on atoms 1 to 2 (eV/Å):
1.548 -1.226 0.711
0.103 0.178 -0.411



What did the first record say?
A 2-piece molecular cluster, C8H19ClNO overall in a non-equilibrium geometry. Source: the Open Molecules 2025 dataset; level of theory: ωB97M-V/def2-TZVPD.

The energy is -906.02363 hartree. The value obtained for the lowest unoccupied orbital energy is -0.1189 Ha. The energy relative to the best compared isomer or geometry (same formula, charge and spin) comes out at 28.6 kcal/mol. Its charge is +1. The value obtained for the HOMO-LUMO gap is 9.15 eV. The largest force on an atom comes out at 5.169 eV/A.

Each line ends with the natural charge from an NBO analysis.
Element x y z (Å)
C: 1.635 -1.852 1.377  -0.61
C: 2.716 1.472 -1.696  -0.61
C: -3.685 0.278 0.386  -0.64
C: 1.951 -1.025 0.161  -0.51
C: 1.310 1.068 -1.165  -0.51
C: -2.618 1.170 0.926  -0.09
C: -0.693 -0.137 0.535  0.17
C: 1.484 0.364 0.150  0.16
N: -1.100 -1.181 -0.517  -0.77
O: -1.263 1.071 0.352  -0.52
Cl: 1.771 1.452 1.390  0.11
H: 0.757 -2.427 1.318  0.19
H: 2.434 -2.537 1.291  0.23
H: 1.752 -1.423 2.343  0.24
H: 2.683 2.440 -2.242  0.24
H: 3.200 0.743 -2.357  0.22
H: 3.267 1.683 -0.743  0.22
H: -3.547 0.164 -0.783  0.19
H: -3.622 -0.766 0.788  0.20
H: -4.710 0.694 0.449  0.27
H: 3.066 -0.966 0.138  0.25
H: 1.713 -1.481 -0.752  0.21
H: 0.823 0.551 -1.967  0.20
H: 0.681 1.970 -0.943  0.25
H: -2.568 1.224 1.949  0.19
H: -2.971 2.109 0.661  0.21
H: -0.904 -0.633 1.494  0.17
H: -0.287 -1.354 -1.101  0.43
H: -1.645 -2.077 -0.256  0.46
H: -1.631 -0.595 -1.183  0.45

Forces on atoms 1 to 2 (eV/Å):
1.153 -0.338 -0.740
-0.043 1.339 0.972



- Which value of charge does entry 2 give?
  0